Entry from OMol25: a structure of composition C41H59BBrF10N6O3P2Tl at a distorted geometry (the ωB97M-V functional and the def2-TZVPD basis).

Each line ends with the Mulliken charge.
Atoms and positions in Å:
Tl  -0.3537  0.5569  -1.5155  2.01
C  2.4294  -1.0900  4.0210  -2.00
C  2.6116  0.4092  4.2533  2.63
C  3.9548  0.6081  4.9484  -1.95
C  1.4872  0.8862  5.1772  -1.77
P  2.2605  1.2770  2.5574  0.32
C  3.2468  0.2141  1.3649  -0.77
N  2.5560  -1.0036  1.0126  0.39
B  1.1841  -1.2014  0.6233  1.01
N  1.0572  -2.6163  0.3992  0.55
C  -0.0907  -3.3971  0.0144  -2.17
P  -1.7025  -2.5739  0.5207  0.67
C  -2.8883  -3.5747  -0.6146  2.90
C  -2.7104  -2.9216  -1.9898  -2.60
C  -4.3263  -3.3176  -0.1610  -2.02
C  -2.6726  -5.0825  -0.7587  -1.92
C  -1.9312  -3.2529  2.3136  2.49
C  -0.6233  -3.0223  3.0696  -1.97
C  -2.3395  -4.7115  2.4978  -2.05
C  -2.9809  -2.3320  2.9415  -1.84
C  2.2957  -3.1987  0.5243  0.60
C  2.7179  -4.4989  0.3133  -0.71
C  4.0634  -4.7973  0.4843  -0.89
C  4.9694  -3.8185  0.8564  -0.90
C  4.5622  -2.5098  1.0705  -0.79
C  3.2232  -2.1959  0.9056  0.31
C  3.2496  2.9278  2.4725  2.70
C  4.6484  3.0306  3.0757  -2.00
C  3.3524  3.2817  0.9880  -2.01
C  2.3268  3.9573  3.1307  -1.89
H  2.3355  -1.6089  4.9774  0.74
H  3.2808  -1.5153  3.4963  0.32
H  1.5334  -1.2763  3.4381  0.04
H  4.0342  -0.1027  5.7742  0.47
H  4.0494  1.6061  5.3669  0.34
H  4.7862  0.4192  4.2749  0.31
H  1.5290  0.3713  6.1391  0.50
H  0.5252  0.6812  4.7136  0.23
H  1.5579  1.9560  5.3623  0.30
H  4.2333  -0.0134  1.7821  0.13
H  3.3708  0.8165  0.4617  -0.24
H  -0.0265  -4.3996  0.4614  0.35
H  -0.1190  -3.5033  -1.0789  0.69
H  -2.8011  -1.8367  -1.9295  0.23
H  -3.4654  -3.2929  -2.6843  0.69
H  -1.7357  -3.1455  -2.4138  0.36
H  -4.4977  -2.2486  -0.0535  0.16
H  -4.5420  -3.7997  0.7899  0.37
H  -5.0283  -3.7103  -0.8986  0.55
H  -1.6421  -5.3194  -1.0072  0.26
H  -3.3042  -5.4492  -1.5707  0.56
H  -2.9478  -5.6238  0.1412  0.33
H  0.2003  -3.6069  2.6684  0.24
H  -0.7505  -3.2996  4.1177  0.71
H  -0.3653  -1.9698  3.0284  -0.07
H  -1.6387  -5.3872  2.0149  0.33
H  -3.3403  -4.9043  2.1231  0.38
H  -2.3429  -4.9469  3.5632  0.49
H  -2.6363  -1.3032  2.8642  0.12
H  -3.1225  -2.5734  3.9964  0.48
H  -3.9412  -2.4117  2.4395  0.37
H  2.0272  -5.2679  -0.0079  0.46
H  4.4140  -5.8057  0.3036  0.38
H  6.0153  -4.0732  0.9663  0.38
H  5.2929  -1.7563  1.3339  0.45
H  5.2739  2.1920  2.7831  0.23
H  4.6245  3.0992  4.1595  0.37
H  5.1182  3.9410  2.7009  0.52
H  3.5745  4.3428  0.8784  0.65
H  2.4181  3.0701  0.4805  0.04
H  4.1439  2.7299  0.4904  0.40
H  2.1894  3.7560  4.1916  0.31
H  1.3569  3.9232  2.6418  0.13
H  2.7337  4.9630  3.0217  0.54
C  -2.8095  2.2025  1.2114  -1.13
N  -2.6570  2.2015  -0.2388  1.03
C  -3.7058  1.3266  -0.7591  -1.40
C  -3.8282  1.1733  -2.2713  -1.19
N  -2.7580  0.3845  -2.8185  0.56
C  -2.7018  0.1844  -4.1109  0.05
C  -3.5797  0.6627  -5.1418  0.14
F  -4.6381  1.4826  -4.8450  -0.41
C  -3.4504  0.3302  -6.4711  0.21
F  -4.3473  0.8114  -7.3719  -0.35
C  -2.4357  -0.5076  -6.9100  0.59
F  -2.3447  -0.8717  -8.2201  -0.36
C  -1.5338  -0.9883  -5.9606  0.12
F  -0.5497  -1.8212  -6.3644  -0.35
C  -1.6682  -0.6578  -4.6385  -0.18
F  -0.7831  -1.1899  -3.7538  -0.32
C  -2.7006  3.5820  -0.7172  -0.99
C  -2.0453  3.9249  -2.0691  -1.40
N  -0.8675  3.1709  -2.4176  0.53
C  0.0082  3.7037  -3.2473  -0.32
C  0.3611  5.0808  -3.4364  0.49
F  -0.2041  6.0715  -2.6742  -0.38
C  1.3024  5.5194  -4.3409  0.15
F  1.5528  6.8514  -4.4354  -0.35
C  1.9892  4.6309  -5.1509  0.65
F  2.9081  5.0673  -6.0531  -0.36
C  1.6858  3.2740  -5.0280  -0.04
F  2.2871  2.4007  -5.8607  -0.33
C  0.7517  2.8443  -4.1202  -0.35
F  0.4502  1.5213  -4.0912  -0.08
H  -3.8121  2.5528  1.5131  0.38
H  -2.0767  2.8575  1.6805  0.40
H  -2.6600  1.1929  1.5872  0.01
H  -4.6913  1.6822  -0.3938  0.33
H  -3.5179  0.3355  -0.3361  0.08
H  -3.8952  2.1656  -2.7280  0.27
H  -4.7958  0.6696  -2.4533  0.81
H  -2.1939  4.1903  0.0399  0.54
H  -3.7458  3.9405  -0.7676  0.27
H  -1.8842  5.0092  -2.0228  0.59
H  -2.7771  3.7738  -2.8788  0.21
O  0.2600  2.8357  0.2638  -0.06
H  0.4422  3.2435  -0.5906  0.21
H  -0.6772  2.6178  0.2295  -0.31
O  -0.7093  0.1925  2.3666  -0.46
H  -0.3734  1.0925  2.3241  0.13
H  -0.2439  -0.2592  1.6021  -0.58
Br  3.2190  1.3608  -2.2035  -0.54
O  2.4274  -1.1364  -3.3101  -0.48
N  2.0691  -0.4319  -2.4147  0.07

Output
- Spin multiplicity: 1
- Charge: -2
- Highest occupied orbital energy (spin up / spin down): -1.798 / -1.503 eV
- Max |F|: 2.46 eV Å⁻¹
- M: 1230.99 Da
- Energy relative to the best compared isomer or geometry (same formula, charge and spin): 12.2 kcal per mole

=====

Entry from OMol25: a cluster of 2 separate species, C20H21N2O in total at a distorted geometry (the ωB97M-V functional and the def2-TZVPD basis).

Each line ends with the Mulliken charge.
Atoms and positions in Å:
H  3.1169  -0.5469  0.5653  0.02
C  0.7270  -0.8941  -1.9658  -0.46
H  1.6817  -1.1936  -2.3646  0.68
C  0.1003  -1.7467  -1.0346  -0.67
C  -1.1288  -1.3931  -0.4973  0.13
N  -1.7239  -0.2073  -0.8270  0.27
C  -3.0675  0.1082  -0.4447  0.69
C  -3.6695  -0.3540  0.7354  -0.64
C  -4.9981  -0.0228  0.9876  -0.88
C  -5.7465  0.6764  0.0290  0.92
C  -7.1662  1.0432  0.2947  -1.44
C  -5.1521  1.0737  -1.1653  -1.07
C  -3.8170  0.8111  -1.3993  -0.16
C  -1.0410  0.7202  -1.5860  -0.20
C  0.2506  0.4336  -2.0178  -0.33
C  1.1760  1.5993  -1.9894  0.48
N  2.5303  1.3943  -1.9341  -0.37
O  0.7174  2.7363  -1.9139  -0.62
H  0.5256  -2.7260  -0.7908  0.47
H  -1.6371  -1.9473  0.2976  0.30
H  -3.1044  -0.9453  1.4680  0.31
H  -5.4878  -0.2916  1.9241  0.41
H  -7.7098  1.2119  -0.6348  0.37
H  -7.6828  0.2632  0.8524  0.39
H  -7.2551  1.9646  0.8811  0.30
H  -5.7279  1.6041  -1.9190  0.35
H  -3.3330  1.1282  -2.3180  0.55
H  -1.4382  1.7441  -1.4362  0.76
H  2.9817  0.5229  -1.6705  0.17
H  3.1140  2.2286  -1.8200  0.29
C  3.0310  -0.6157  1.6428  0.12
C  3.6169  0.7269  1.7282  -0.59
C  4.9426  0.9926  1.5284  -0.39
C  5.9632  0.0225  1.4680  -0.23
C  5.9441  -1.3492  1.4680  -0.24
C  4.8966  -2.2898  1.5075  -0.36
C  3.5772  -1.9844  1.6797  -0.52
H  1.9766  -0.6077  1.9890  0.33
H  2.8744  1.5224  1.6617  0.37
H  5.2363  2.0255  1.3573  0.36
H  6.9785  0.4393  1.3758  0.27
H  6.9460  -1.7971  1.3794  0.25
H  5.1690  -3.3245  1.3249  0.35
H  2.8128  -2.7558  1.5831  0.29

Output
- Spin multiplicity: 1
- Charge: +1
- Highest occupied orbital energy: -9.588 eV
- Max |F|: 3.61 eV Å⁻¹
- M: 305.40 Da
- Energy relative to the best compared isomer or geometry (same formula, charge and spin): 83.4 kcal per mole

=====

Entry from OMol25: a structure of composition CHBr3O at a distorted geometry (the ωB97M-V functional and the def2-TZVPD basis).

Each line ends with the Mulliken charge.
Atoms and positions in Å:
C  -1.2907  0.1203  -0.4155  0.42
O  -1.2884  0.3197  -1.5601  -0.35
Br  -1.6175  1.5003  0.7733  -0.04
Br  3.2458  -0.4195  0.2456  -0.19
Br  -0.9595  -1.4528  0.4999  -0.03
H  1.9104  -0.0680  0.4569  0.18

Output
- Spin multiplicity: 1
- Charge: 0
- Highest occupied orbital energy: -10.883 eV
- Max |F|: 1.79 eV Å⁻¹
- M: 268.73 Da
- Energy relative to the best compared isomer or geometry (same formula, charge and spin): 2.8 kcal per mole

=====

Entry from OMol25: a cluster of 2 separate species, C4H3Cl2O4P in total at a distorted geometry (the ωB97M-V functional and the def2-TZVPD basis).

Each line ends with the Mulliken charge.
Atoms and positions in Å:
C  0.8863  -1.3693  -0.6989  0.66
C  -0.1972  -0.7647  0.0739  -0.15
C  -0.3976  0.7449  -0.0093  -0.85
C  -0.0057  0.2907  1.1165  -0.15
O  0.7941  -2.4345  -1.2626  -0.63
O  4.1790  0.4590  -0.5279  -0.73
O  2.0183  -0.6284  -0.9318  -0.26
O  2.2964  0.2283  1.3617  -0.65
P  2.7961  0.4653  -0.0380  0.88
Cl  -12.5299  0.2921  0.1097  -1.00
Cl  1.9560  2.1334  -0.8497  -0.33
H  -1.1474  -1.3013  0.0696  0.36
H  -0.7521  1.4692  -0.5994  0.52
H  0.1036  0.4152  2.1861  0.33

Output
- Spin multiplicity: 1
- Charge: -2
- Highest occupied orbital energy: -2.395 eV
- Max |F|: 3.26 eV Å⁻¹
- M: 216.94 Da
- Energy relative to the best compared isomer or geometry (same formula, charge and spin): 0.0 kcal per mole

=====

Entry from OMol25: the ion C27H33N2O3 with charge +1 at a distorted geometry (the ωB97M-V functional and the def2-TZVPD basis).

Each line ends with the Mulliken charge.
Atoms and positions in Å:
C  -2.8621  -3.2761  -2.1667  -1.01
N  -1.8030  -2.8353  -1.3048  0.16
C  -1.5050  -3.7808  -0.2562  -0.83
C  -0.6762  -3.1898  0.8884  -1.10
C  0.1462  -2.0212  0.4318  -0.12
N  1.4701  -2.1271  0.5206  0.01
C  2.1389  -3.3894  1.0063  -0.42
C  3.6204  -3.5132  0.6453  -0.68
O  4.0586  -2.5397  -0.3037  -0.41
C  3.7548  -1.2205  0.1633  -0.80
C  2.2618  -0.9395  0.1469  0.50
C  -0.5016  -0.9080  -0.5033  1.06
C  -0.7131  0.5388  -0.1867  1.26
C  -0.6472  1.0603  1.2657  0.47
C  0.2888  2.0438  1.6707  -0.22
C  0.1955  2.6570  2.9054  -1.71
C  -0.8914  2.3674  3.7293  0.13
C  -1.8572  1.4001  3.3455  0.31
C  -1.7059  0.7462  2.1357  -0.28
C  -2.9364  1.3796  4.3675  -0.53
C  -2.5626  2.5723  5.2717  -0.38
O  -1.2423  3.0807  4.8370  -0.52
C  -0.2272  1.6204  -1.2152  -0.37
C  -0.7862  2.9317  -1.1678  -0.68
C  -0.4706  3.9008  -2.0970  -1.36
C  0.4816  3.6214  -3.0796  -0.04
C  1.0732  2.3426  -3.1350  0.35
C  0.6785  1.3429  -2.2453  0.18
C  2.0412  2.3295  -4.2720  -0.63
C  1.9077  3.7396  -4.8624  -0.38
O  0.9172  4.4749  -4.0543  -0.53
C  -1.8811  -1.4428  -0.9406  -2.05
H  -3.7684  -3.5576  -1.5931  0.35
H  -3.0816  -2.4459  -2.8393  0.34
H  -2.4891  -4.1256  -2.7527  0.35
H  -2.4518  -4.1899  0.1487  0.37
H  -0.9982  -4.6571  -0.7158  0.38
H  -1.3698  -2.9320  1.7045  0.39
H  -0.0543  -4.0136  1.2585  0.43
H  2.0746  -3.4828  2.1044  0.29
H  1.6495  -4.2646  0.5477  0.44
H  4.2106  -3.4501  1.5812  0.33
H  3.8188  -4.4894  0.1785  0.35
H  4.1646  -1.0435  1.1776  0.37
H  4.2391  -0.5882  -0.5859  0.37
H  1.9974  -0.6704  -0.8897  -0.13
H  2.0222  -0.0855  0.8085  -0.04
H  0.0872  -1.0408  -1.4383  0.71
H  -1.8082  0.6717  -0.3137  0.62
H  1.0665  2.3403  0.9689  0.51
H  0.9309  3.3936  3.2365  0.41
H  -2.4872  0.0317  1.8603  0.40
H  -2.9282  0.4461  4.9477  0.24
H  -3.9442  1.5217  3.9676  0.30
H  -3.2712  3.4095  5.1660  0.29
H  -2.4528  2.2949  6.3286  0.27
H  -1.5010  3.1778  -0.3801  0.47
H  -0.9198  4.8943  -2.0644  0.41
H  1.1327  0.3585  -2.3463  0.45
H  3.0684  2.1507  -3.9342  0.25
H  1.7750  1.5673  -5.0128  0.26
H  1.5325  3.7092  -5.8957  0.27
H  2.8572  4.2931  -4.8217  0.28
H  -2.2668  -0.9190  -1.8325  0.73
H  -2.6000  -1.2707  -0.1096  0.16

Output
- Spin multiplicity: 1
- Charge: +1
- Highest occupied orbital energy: -10.218 eV
- Max |F|: 3.30 eV Å⁻¹
- SMILES string: CN1CCC(=[N+]2CCOCC2)[C@H](C(c2ccc3c(c2)CCO3)c2ccc3c(c2)CCO3)C1
- M: 433.57 Da
- Energy relative to the best compared isomer or geometry (same formula, charge and spin): 0.0 kcal per mole